<1>
# C3H10O2S

A 2-piece molecular cluster, C3H10O2S overall (the ωB97M-V functional and the def2-TZVPD basis, OMol25).

Geometry as XYZ:
```
16
Properties=species:S:1:pos:R:3:lowdin_charge:R:1
C -0.153 -1.442 -0.939 -0.091
O 0.514 -0.703 0.056 -0.222
C 0.818 0.597 -0.272 -0.371
C -0.425 1.410 -0.357 -0.576
S 0.112 3.131 -0.375 0.716
H -1.220 -1.196 -1.076 0.093
H -0.060 -2.528 -0.774 0.099
H 0.390 -1.179 -1.863 0.095
H 1.559 1.004 0.444 0.129
H 1.254 0.672 -1.286 0.123
H -0.970 1.178 -1.293 0.080
H -1.118 1.235 0.488 0.099
H -1.102 3.701 -0.228 -0.138
O 0.168 -1.744 2.828 -0.090
H 0.389 -1.467 1.910 0.008
H -0.156 -2.669 2.738 0.044
```

- LUMO level (eV) = 0.8
- 2S+1 = 1

---

<2>
# C3H10O2S

A 2-piece molecular cluster, C3H10O2S overall (the ωB97M-V functional and the def2-TZVPD basis, OMol25).

Geometry as XYZ:
```
16
Properties=species:S:1:pos:R:3:lowdin_charge:R:1
O 1.193 0.072 2.238 -0.117
C 1.175 -0.011 0.806 -0.261
C -0.212 -0.136 0.148 -0.374
C -0.158 -1.177 -0.940 -0.570
S -0.257 -0.151 -2.407 0.745
H 0.460 -0.506 2.562 0.095
H 1.763 0.857 0.394 0.133
H 1.809 -0.950 0.575 0.122
H -1.116 -0.385 0.891 0.128
H -0.694 0.824 -0.292 0.082
H -1.059 -1.832 -0.737 0.095
H 0.814 -1.695 -0.899 0.067
H 0.958 -0.194 -2.822 -0.184
O -1.339 1.344 1.951 -0.059
H -0.641 1.770 2.605 0.136
H -1.843 1.142 2.645 -0.038
```

- LUMO level (eV) = 0.6
- 2S+1 = 1

---

<3>
# C3H10O2S

A 2-piece molecular cluster, C3H10O2S overall (the ωB97M-V functional and the def2-TZVPD basis, OMol25).

Geometry as XYZ:
```
16
Properties=species:S:1:pos:R:3:lowdin_charge:R:1
O 0.052 1.581 -0.913 -0.091
C 0.317 0.649 -1.985 -0.236
C 0.113 -0.766 -1.452 -0.273
C 0.130 -0.888 0.064 -0.567
S 0.037 -2.667 0.505 0.694
H 0.218 2.441 -1.317 0.085
H 1.324 0.786 -2.373 0.112
H -0.421 0.859 -2.760 0.112
H 0.781 -1.492 -1.851 0.086
H -0.851 -1.146 -1.804 0.106
H 1.068 -0.524 0.452 0.068
H -0.707 -0.376 0.523 0.068
H -0.372 -2.433 1.757 -0.164
O -0.253 1.391 3.948 -0.055
H -0.834 2.041 3.551 0.030
H -0.602 0.545 3.655 0.024
```

- LUMO level (eV) = 0.6
- 2S+1 = 1

---

What should be chosen as the least stable of them? Choose <2>.

---

<1>
# C5H10O5

C5H10O5 as an isolated structure (the ωB97M-V functional and the def2-TZVPD basis, OMol25).

Geometry as XYZ:
```
20
Properties=species:S:1:pos:R:3:lowdin_charge:R:1
C -0.507 -0.232 0.147 -0.469
C 0.921 -0.659 1.549 -0.337
C 0.407 0.831 -0.095 0.013
C -0.691 -1.310 -0.873 0.003
C -0.515 1.798 -1.593 -0.361
O -1.621 0.102 0.857 0.056
O 1.167 -2.015 1.294 -0.033
O 2.123 -0.037 1.880 0.003
O -1.222 2.922 -1.261 0.030
O -0.480 1.543 -2.789 0.012
H -2.185 -0.679 0.957 0.122
H 1.634 -2.398 2.055 0.105
H 2.693 -0.047 1.097 0.103
H -1.520 3.347 -2.093 0.113
H 0.277 -0.555 2.428 0.133
H 0.431 1.650 0.614 0.119
H 1.301 0.571 -0.648 0.120
H 0.086 -2.073 -0.847 0.086
H -1.647 -1.832 -0.781 0.094
H -0.652 -0.926 -1.899 0.088
```

- LUMO level (eV) = 0.5
- 2S+1 = 1

---

<2>
# C5H10O5

A 2-piece molecular cluster, C5H10O5 overall (the ωB97M-V functional and the def2-TZVPD basis, OMol25).

Geometry as XYZ:
```
20
Properties=species:S:1:pos:R:3:lowdin_charge:R:1
O 2.949 -3.057 -1.682 0.076
C 2.442 -2.051 -1.230 -0.306
O 1.199 -1.632 -1.628 -0.021
C 0.776 -0.442 -0.996 -0.222
C -0.670 -0.694 -0.452 -0.104
C -1.163 0.509 0.451 -0.194
O -2.287 0.165 1.223 -0.034
C -2.264 -0.045 2.573 -0.311
O -3.242 -0.273 3.242 0.091
H 2.939 -1.385 -0.498 0.144
H 1.362 -0.121 -0.114 0.114
H 0.754 0.403 -1.711 0.120
H -1.296 -0.817 -1.357 0.123
H -0.723 -1.637 0.124 0.128
H -1.271 1.446 -0.129 0.115
H -0.300 0.633 1.133 0.111
H -1.218 0.026 2.931 0.144
O 0.669 2.767 -0.960 -0.073
H -0.042 2.849 -0.285 0.034
H 1.387 3.356 -0.636 0.065
```

- LUMO level (eV) = 0.2
- 2S+1 = 1

---

What should be chosen as the least stable of them? Choose <1>.

---

<1>
# C5H10O5

C5H10O5 in the gas phase (the ωB97M-V functional and the def2-TZVPD basis, OMol25).

Geometry as XYZ:
```
20
Properties=species:S:1:pos:R:3:lowdin_charge:R:1
O -3.404 -0.160 0.038 0.001
C -2.396 0.619 -0.033 -0.162
C -0.991 0.328 -0.450 -0.243
O -1.093 -1.135 -0.872 -0.105
C -0.247 0.409 0.835 -0.262
O -0.454 -0.564 1.970 -0.012
C 1.225 0.617 0.234 -0.324
O 1.384 1.756 -0.563 0.048
C 1.787 -0.682 -0.495 -0.275
O 1.204 -1.760 -0.049 -0.033
H -2.703 1.723 0.403 0.176
H -0.708 0.996 -1.305 0.180
H -2.015 -1.623 -0.803 0.160
H -0.495 1.423 1.278 0.166
H 0.109 -1.218 1.442 0.089
H 1.913 0.503 1.303 0.203
H 2.244 1.855 -0.572 0.016
H 1.341 -0.318 -1.500 0.150
H 2.864 -0.577 -0.452 0.125
H 0.435 -2.190 -0.410 0.101
```

- LUMO level (eV) = 0.6
- 2S+1 = 1

---

<2>
# C5H10O5

A 2-piece molecular cluster, C5H10O5 overall (the ωB97M-V functional and the def2-TZVPD basis, OMol25).

Geometry as XYZ:
```
20
Properties=species:S:1:pos:R:3:lowdin_charge:R:1
C -3.499 -0.107 2.668 0.070
C -4.047 -0.864 3.636 -0.318
C -5.067 -0.346 4.611 -0.055
C -3.645 -2.297 3.802 -0.353
C -2.186 -2.658 3.977 -0.193
O -2.032 -4.028 3.638 -0.053
O -4.036 -3.039 2.676 -0.087
O -5.430 -2.617 2.433 -0.007
H -2.863 -0.549 1.903 0.071
H -3.709 0.964 2.593 0.071
H -5.369 -1.162 5.271 0.072
H -4.662 0.463 5.234 0.083
H -5.951 0.053 4.095 0.088
H -4.183 -2.713 4.661 0.140
H -1.535 -2.005 3.361 0.126
H -1.946 -2.528 5.051 0.136
H -1.378 -4.400 4.259 0.101
H -5.702 -3.268 1.762 0.104
O -6.895 -4.953 -1.692 0.004
O -7.158 -3.795 -1.331 -0.002
```

- LUMO level (alpha / beta) (eV) = -1.5 / -1.5
- 2S+1 = 1

---

What should be chosen as the least stable of them? Choose <2>.

---

<1>
# C4H12N3O

A 2-piece molecular cluster, C4H12N3O overall (the ωB97M-V functional and the def2-TZVPD basis, OMol25).

Geometry as XYZ:
```
20
Properties=species:S:1:pos:R:3:lowdin_charge:R:1
C -2.411 0.187 0.341 -0.337
C 0.903 1.599 1.038 0.001
C 1.215 -0.023 -2.216 0.011
C 0.256 0.911 -0.154 -0.379
N -3.414 -0.416 0.600 0.153
N -1.203 0.317 0.246 0.110
N 0.258 -1.822 1.001 0.294
O 1.061 -0.022 -0.754 -0.242
H 0.143 2.016 1.629 0.069
H 1.735 2.248 0.877 0.089
H 1.249 0.706 1.675 0.104
H 2.010 -0.693 -2.493 0.084
H 1.238 1.133 -2.397 0.130
H 0.196 -0.444 -2.692 0.139
H -0.018 1.713 -0.922 0.160
H -4.414 -0.310 0.353 0.105
H 0.796 -1.117 0.411 0.086
H 0.878 -2.190 1.776 0.186
H 0.053 -2.467 0.288 0.125
H -0.531 -1.327 1.394 0.111
```

- net charge = +1
- LUMO level (eV) = -3.3
- 2S+1 = 1

---

<2>
# C4H12N3O

A 2-piece molecular cluster, C4H12N3O overall (the ωB97M-V functional and the def2-TZVPD basis, OMol25).

Geometry as XYZ:
```
20
Properties=species:S:1:pos:R:3:lowdin_charge:R:1
O -2.728 -1.283 0.109 0.096
C -2.405 -0.377 -0.601 -0.238
C -1.370 -0.542 -1.686 -0.138
N -0.553 -1.742 -1.409 0.092
H -2.862 0.622 -0.508 0.137
H -1.863 -0.621 -2.656 0.140
H -0.706 0.326 -1.725 0.126
H -0.232 -2.167 -2.276 0.151
H 0.386 -1.428 -0.728 0.081
H -1.122 -2.430 -0.907 0.140
C 1.133 2.218 1.902 -0.044
N 0.810 1.076 1.051 -0.015
C 1.657 0.092 0.806 -0.236
N 1.456 -0.972 0.090 0.073
H 0.481 2.242 2.775 0.094
H 2.164 2.142 2.234 0.090
H 0.981 3.153 1.365 0.091
H -0.151 1.015 0.779 0.125
H 2.636 0.227 1.261 0.146
H 2.287 -1.548 0.125 0.087
```

- net charge = +1
- LUMO level (eV) = -3.1
- 2S+1 = 1

---

What should be chosen as the least stable of them? Choose <1>.

---

<1>
# C2H3NO2

C2H3NO2 in the gas phase (the ωB97M-V functional and the def2-TZVPD basis, OMol25).

Geometry as XYZ:
```
8
Properties=species:S:1:pos:R:3:lowdin_charge:R:1
O 2.589 0.035 0.527 0.031
C 1.379 0.032 0.379 -0.405
N 0.666 0.422 -0.703 0.114
C -0.611 0.308 -0.473 -0.221
O -1.206 -0.780 0.029 0.078
H 0.687 -0.272 1.252 0.137
H -1.329 0.983 -0.962 0.138
H -2.174 -0.729 -0.050 0.128
```

- LUMO level (eV) = -0.1
- 2S+1 = 1

---

<2>
# C2H3NO2

C2H3NO2 in the gas phase (the ωB97M-V functional and the def2-TZVPD basis, OMol25).

Geometry as XYZ:
```
8
Properties=species:S:1:pos:R:3:lowdin_charge:R:1
C 0.158 -1.150 -0.088 -0.030
C 0.037 0.242 0.300 -0.033
O -0.107 2.356 0.287 -0.131
O -1.270 1.747 -0.273 -0.142
N 0.663 1.295 0.427 0.036
H -0.194 -1.822 0.693 0.087
H -0.474 -1.283 -0.974 0.108
H 1.188 -1.385 -0.370 0.104
```

- LUMO level (alpha / beta) (eV) = -0.9 / -0.9
- 2S+1 = 1

---

<3>
# C2H3NO2

A 2-piece molecular cluster, C2H3NO2 overall (the ωB97M-V functional and the def2-TZVPD basis, OMol25).

Geometry as XYZ:
```
8
Properties=species:S:1:pos:R:3:lowdin_charge:R:1
C 0.852 0.084 0.962 -0.208
C -0.166 -0.017 0.050 -0.450
N 1.811 0.052 1.627 0.185
O -1.427 0.439 0.351 0.063
O -0.059 -1.022 -0.924 0.057
H 0.371 1.861 -0.915 0.161
H -1.826 0.381 -0.496 0.089
H 0.445 -1.778 -0.654 0.103
```

- LUMO level (alpha / beta) (eV) = -0.8 / -0.9
- 2S+1 = 1

---

What should be chosen as the least stable of them? Choose <2>.

---

<1>
# C2H3NO2

C2H3NO2 in the gas phase (the ωB97M-V functional and the def2-TZVPD basis, OMol25).

Geometry as XYZ:
```
8
Properties=species:S:1:pos:R:3:lowdin_charge:R:1
O -2.335 0.862 0.295 0.089
C -1.603 -0.024 0.027 -0.227
C -0.045 -0.059 -0.377 -0.107
N 0.845 0.472 0.347 -0.008
O 2.196 -0.039 0.151 -0.081
H -1.915 -1.081 0.004 0.107
H 0.219 -0.711 -1.241 0.121
H 2.638 0.579 0.793 0.105
```

- LUMO level (eV) = 0.3
- 2S+1 = 1

---

<2>
# C2H3NO2

A 2-piece molecular cluster, C2H3NO2 overall (the ωB97M-V functional and the def2-TZVPD basis, OMol25).

Geometry as XYZ:
```
8
Properties=species:S:1:pos:R:3:lowdin_charge:R:1
C -2.486 -0.031 0.155 -0.023
C 0.641 -0.007 -0.300 -0.472
N -0.039 0.441 0.626 0.073
O -2.565 0.724 -0.705 -0.013
O 1.696 -0.697 -0.399 0.111
H 0.372 0.370 -1.324 0.143
H 0.204 0.155 1.575 0.069
H 2.176 -0.954 0.372 0.112
```

- LUMO level (eV) = 0.6
- 2S+1 = 1

---

What should be chosen as the least stable of them? Choose <1>.

---

<1>
# C2H3NO2

A 2-piece molecular cluster, C2H3NO2 overall (the ωB97M-V functional and the def2-TZVPD basis, OMol25).

Geometry as XYZ:
```
8
Properties=species:S:1:pos:R:3:lowdin_charge:R:1
N 0.776 1.135 -0.627 0.179
C 1.275 0.384 0.163 -0.464
O 1.604 -0.318 0.993 0.196
H 1.267 1.884 -1.080 0.092
C -1.216 -0.704 0.169 -0.162
O -0.725 -1.602 -0.529 -0.057
H -1.426 -1.040 1.281 0.119
H -1.555 0.261 -0.369 0.098
```

- LUMO level (eV) = 0.7
- 2S+1 = 1

---

<2>
# C2H3NO2

A 2-piece molecular cluster, C2H3NO2 overall (the ωB97M-V functional and the def2-TZVPD basis, OMol25).

Geometry as XYZ:
```
8
Properties=species:S:1:pos:R:3:lowdin_charge:R:1
C -0.309 -0.647 0.933 -0.025
C 0.660 2.487 -1.838 -0.027
N -0.067 0.395 0.304 -0.160
O 0.694 3.648 -2.085 0.047
O 0.141 1.592 0.414 -0.008
H -0.432 -1.634 0.306 0.113
H -0.391 -0.717 1.941 0.033
H 1.139 1.706 -2.270 0.027
```

- LUMO level (alpha / beta) (eV) = 0.7 / -0.5
- 2S+1 = 1

---

<3>
# C2H3NO2

C2H3NO2 in the gas phase (the ωB97M-V functional and the def2-TZVPD basis, OMol25).

Geometry as XYZ:
```
8
Properties=species:S:1:pos:R:3:lowdin_charge:R:1
O -1.258 -0.062 -1.527 0.064
C -1.142 -0.303 -0.356 -0.322
N -0.178 0.283 0.467 0.080
C 1.150 0.359 0.021 -0.300
O 2.084 0.229 0.767 0.061
H -1.740 -1.060 0.193 0.138
H -0.258 0.053 1.447 0.137
H 1.247 0.483 -1.067 0.142
```

- LUMO level (eV) = 0.8
- 2S+1 = 1

---

What should be chosen as the least stable of them? Choose <2>.